Below is a structure of composition C35H52AsCoP3Se in a non-equilibrium geometry, with properties calculated with wB97M-V/def2-TZVPD.

Structure (XYZ):
```
93
Properties=species:S:1:pos:R:3:forces:R:3:lowdin_spin:R:1
H 0.909 4.442 -3.820 -0.21 0.55 -0.35 0.02
C 3.354 -0.147 0.125 0.00 0.03 0.22 0.01
Co -0.024 0.183 -0.319 0.56 2.09 2.07 2.37
C 1.828 -3.076 1.855 0.01 0.19 0.25 0.00
H 1.482 -0.341 -7.523 -0.22 0.28 0.14 0.00
H 1.192 -3.459 1.055 0.19 -0.01 0.17 0.00
As -0.111 -0.909 1.826 -0.59 -1.63 2.72 0.05
H 0.528 -0.835 -5.261 0.11 0.18 -0.13 0.00
C 1.115 0.472 -6.892 0.04 0.16 -0.01 0.12
H -3.065 0.978 1.444 -0.06 -0.08 -0.14 0.00
C -2.712 0.280 5.027 0.29 0.05 0.03 0.00
C 2.501 -1.153 -2.312 -0.08 -0.07 -0.18 0.01
H -1.359 -1.159 -3.698 1.06 0.16 0.36 0.00
C -1.503 -3.217 3.015 -0.19 -0.23 -0.23 0.00
H 2.325 -2.136 -1.860 0.30 0.08 -0.23 0.00
H 2.061 -0.456 4.035 0.17 -0.33 -0.06 0.00
C -2.515 2.470 -1.261 0.14 0.11 0.03 0.01
H 2.687 2.667 1.102 -0.19 -0.03 0.07 0.00
H -0.409 -2.703 -3.878 -0.30 0.10 0.43 0.00
C 0.536 3.810 -0.294 0.05 0.28 -0.40 0.02
H -1.810 -2.275 -0.260 -0.12 -0.27 0.36 0.00
H 0.856 3.881 -6.821 -0.01 -0.14 -0.21 0.00
H 1.437 3.759 -0.907 -0.04 0.02 0.15 0.00
C -3.277 0.373 0.557 0.17 0.05 0.20 0.02
H 2.031 1.486 2.247 0.00 0.05 -0.07 0.00
H -1.860 3.286 1.341 0.22 -0.06 0.05 0.00
H 3.538 0.751 0.720 -0.07 -0.23 -0.09 0.00
H -3.203 -0.686 0.839 -0.05 0.28 -0.12 0.00
H -2.541 -4.896 3.898 0.10 0.17 -0.25 0.00
C -0.054 0.804 4.329 -0.17 -0.16 0.04 0.00
H -0.529 3.748 2.414 -0.11 -0.16 -0.18 0.00
H -3.129 -4.335 -0.341 -0.07 0.00 0.28 0.00
H -1.016 -2.928 3.950 -0.14 -0.11 -0.32 0.00
Se -0.443 3.896 -4.071 0.91 -0.73 -0.55 0.54
H -4.029 0.376 -2.250 0.49 -0.31 0.13 0.00
C -0.661 -1.859 -3.222 -0.39 -0.83 0.06 0.00
H 1.687 3.209 2.465 0.02 -0.13 -0.22 0.00
H -1.276 2.154 2.566 0.07 0.10 -0.13 0.00
C 2.933 -3.822 2.293 -0.24 0.28 -0.12 0.00
H -2.328 1.487 6.777 0.14 -0.12 -0.27 0.00
C 0.595 0.188 -5.620 0.04 0.46 0.46 0.02
H -2.794 -0.922 3.245 0.15 0.16 0.23 0.00
C 3.720 -3.348 3.348 -0.07 0.20 -0.09 0.00
C 0.246 2.549 -5.251 -0.20 0.18 0.49 0.14
H 0.631 4.664 0.392 -0.05 -0.23 -0.20 0.00
H -3.760 0.091 5.271 0.39 0.07 -0.01 0.00
C -3.010 -0.049 -2.189 0.31 -0.10 0.03 0.02
H 3.446 1.338 -2.605 -0.28 0.09 0.22 0.00
H -1.918 2.762 -2.140 -0.29 -0.14 0.34 0.01
H -3.604 -5.616 1.760 0.31 0.32 0.05 0.00
C 3.419 -2.125 3.954 -0.30 0.02 -0.09 0.00
H -3.582 2.504 -1.533 0.40 0.02 0.15 0.00
H 1.594 2.018 -8.328 -0.08 -0.01 0.24 0.00
H -0.023 -2.909 -1.500 0.59 0.80 -0.23 0.00
H 3.562 -0.995 -2.570 -0.46 -0.23 0.16 0.00
H 4.031 -1.739 4.776 -0.23 -0.23 -0.34 0.00
C -2.168 -0.287 3.871 0.06 0.06 -0.09 0.00
C -0.303 -1.936 -1.937 -0.59 -0.49 -0.50 0.09
P 2.011 0.110 -1.100 3.15 -0.36 -0.93 0.07
H -2.323 3.189 -0.458 -0.14 -0.21 -0.35 0.00
H 0.965 1.072 4.055 -0.34 -0.06 0.10 0.00
H 4.278 -0.393 -0.411 -0.22 0.09 0.00 0.00
H 1.796 2.023 -2.609 0.30 -0.03 0.21 0.00
C 0.774 2.843 -6.516 0.51 0.06 -0.34 0.06
H 3.170 -4.769 1.801 -0.09 0.35 0.26 0.00
C 1.815 2.417 1.717 0.22 -0.06 0.34 0.01
C 2.591 1.614 -1.967 0.10 0.29 -0.18 0.02
C -2.354 -4.332 2.984 0.20 0.25 -0.09 0.00
C -1.309 -2.473 1.841 -0.06 0.11 -0.34 0.01
C -1.937 -2.859 0.653 0.15 -0.23 0.26 0.00
P -2.091 0.737 -0.799 -3.61 0.73 -0.90 0.07
C -0.583 1.335 5.510 -0.16 -0.06 -0.20 0.00
H -2.465 0.184 -3.113 -0.43 -0.03 0.16 0.00
H 4.573 -3.928 3.695 -0.19 0.11 -0.09 0.00
C 2.304 -1.388 3.532 -0.09 -0.17 -0.36 0.00
C 0.182 1.228 -4.794 -0.50 -0.86 -0.34 0.06
P 0.309 2.289 0.693 0.10 1.39 0.70 0.08
C -0.966 2.915 1.846 -0.22 -0.01 0.41 0.01
C -2.712 -4.018 0.614 -0.11 0.12 0.05 0.00
H 2.940 2.376 -1.256 -0.19 -0.23 -0.26 0.00
H 0.042 1.977 6.138 -0.27 -0.28 -0.21 0.00
H 3.118 -0.978 0.800 0.04 0.18 -0.17 0.00
C -1.911 1.067 5.861 -0.01 0.00 -0.15 0.00
H 1.871 -1.080 -3.203 0.30 -0.04 0.11 0.00
C 1.198 1.800 -7.338 -0.14 0.31 0.20 0.01
H -0.305 3.992 -0.969 0.02 0.00 0.23 0.00
H -0.414 -1.076 -1.207 -0.81 -2.44 -1.65 0.04
C 1.494 -1.861 2.483 0.56 -0.10 0.04 0.01
H -4.298 0.578 0.202 0.34 0.01 0.08 0.00
H -0.182 1.030 -3.790 -0.10 -0.15 -0.12 0.01
C -0.831 -0.052 3.527 0.31 0.32 -0.56 0.01
H -3.027 -1.138 -2.044 -0.20 0.39 -0.18 0.00
C -2.952 -4.738 1.785 0.11 0.05 -0.08 0.00
```
Forces are in eV/Å.

The molar mass comes out at 778.54 g/mol. The value obtained for the HOMO energy (alpha / beta) is -15.8 / -15.8 eV. The calculation puts the lowest unoccupied orbital energy (alpha / beta) at -8.0 / -12.6 eV. The charge is +3. As for the multiplicity: 5. The total energy is -228788.48254 eV.